Entry 1:
The following is a quantum chemistry calculation of a 11-piece molecular cluster, C35H100N14O11 overall at a distorted geometry, from the Open Molecules 2025 dataset.

Each line ends with the Löwdin charge.
Element x y z (Å)
C1 0.6590 2.0724 -3.3799  -0.088
O1 1.1872 2.5984 -2.1842  -0.202
C2 2.3664 3.3654 -2.4959  -0.184
C3 3.3938 3.5294 -1.3837  -0.406
C4 2.9850 4.1260 0.0255  -0.043
N1 4.5126 4.3302 -1.8479  0.022
H1 -0.0288 1.3093 -3.1242  0.063
H2 1.4753 1.6338 -3.9303  0.044
H3 0.0980 2.8118 -3.9220  0.093
H4 2.9589 2.9438 -3.3763  0.124
H5 2.0014 4.3415 -2.8226  0.125
H6 3.7791 2.4986 -1.1817  0.146
H7 2.3203 4.9747 -0.0450  0.073
H8 3.9204 4.3631 0.4569  0.046
H9 2.5848 3.4138 0.7638  0.051
H10 4.2051 5.2750 -1.6631  0.067
H11 5.3977 4.1916 -1.3608  0.083
C5 -4.2199 2.6306 3.6269  -0.125
O2 -3.2531 2.4011 2.6504  -0.203
C6 -3.3975 3.1903 1.4737  -0.175
C7 -2.0669 3.1258 0.7853  -0.428
C8 -0.8529 3.8310 1.4390  -0.021
N2 -2.2591 3.6732 -0.5290  0.104
H12 -5.1281 2.4123 3.1810  0.059
H13 -4.2687 3.6470 4.0474  0.092
H14 -4.0644 2.0384 4.5500  0.098
H15 -4.1643 2.7316 0.7700  0.134
H16 -3.7731 4.1551 1.6480  0.111
H17 -1.8157 2.1079 0.8002  0.084
H18 -0.6189 3.5341 2.4675  0.062
H19 -1.1258 4.9318 1.3604  0.109
H20 0.0382 3.5875 0.9752  0.012
H21 -1.4936 3.8927 -1.0806  0.054
H22 -2.9101 3.2927 -1.0913  -0.011
C9 -4.0060 0.3820 -5.3003  -0.049
O3 -3.5324 -0.9273 -4.8656  -0.219
C10 -2.2072 -1.0067 -4.4436  -0.244
C11 -1.9098 -2.4132 -3.9966  -0.387
C12 -2.9650 -3.0883 -3.0655  -0.045
N3 -0.5451 -2.4869 -3.4067  0.030
H23 -3.9305 1.0438 -4.4010  0.081
H24 -5.0356 0.2988 -5.6581  0.088
H25 -3.2473 0.6831 -6.0638  0.096
H26 -1.6057 -0.7383 -5.2912  0.119
H27 -2.0425 -0.2629 -3.6909  0.101
H28 -1.9042 -2.9769 -4.9408  0.138
H29 -2.5770 -4.1486 -2.9232  0.075
H30 -3.9649 -3.1248 -3.5440  0.081
H31 -2.9619 -2.6613 -2.0444  0.071
H32 0.0489 -1.9122 -4.0019  0.044
H33 -0.6166 -1.8571 -2.5861  0.043
C13 5.9376 -3.8007 3.0902  -0.104
O4 4.6258 -4.0011 3.6311  -0.220
C14 3.8909 -2.7917 3.9538  -0.182
C15 2.6339 -3.3995 4.5420  -0.390
C16 1.7396 -3.8932 3.3765  -0.038
N4 1.9420 -2.3175 5.2990  0.030
H34 5.9368 -3.1415 2.1722  0.076
H35 6.3125 -4.7821 2.8535  0.076
H36 6.5948 -3.3353 3.8581  0.089
H37 4.4983 -2.2317 4.6739  0.127
H38 3.6669 -2.2429 3.0570  0.095
H39 2.9072 -4.2497 5.2203  0.149
H40 0.8017 -4.2596 3.7814  0.047
H41 2.2990 -4.5052 2.7637  0.043
H42 1.4607 -3.0997 2.6658  0.070
H43 2.3964 -2.1705 6.2121  0.085
H44 1.0000 -2.6329 5.5613  0.054
C17 -3.6733 0.9547 -1.2955  -0.088
O5 -4.3258 2.0968 -1.8697  -0.206
C18 -5.6544 1.7967 -2.0548  -0.240
C19 -6.3775 2.8932 -2.9049  -0.409
C20 -6.1613 4.2386 -2.2799  -0.064
N5 -7.7573 2.4527 -2.7151  0.015
H45 -3.8852 0.0285 -1.7988  0.084
H46 -3.8907 0.8114 -0.2376  0.059
H47 -2.6031 1.0227 -1.3927  0.067
H48 -5.7458 0.9085 -2.6395  0.105
H49 -6.1593 1.7049 -1.1009  0.133
H50 -6.1089 2.9438 -3.9856  0.140
H51 -5.0839 4.4504 -2.0303  0.097
H52 -6.7255 4.3873 -1.4164  0.057
H53 -6.5132 5.0077 -2.9538  0.071
H54 -8.4220 3.0298 -3.1967  0.067
H55 -7.9320 1.4834 -2.9654  0.074
C21 3.8860 3.2604 4.4689  -0.141
O6 3.3930 2.3062 5.2975  -0.185
C22 2.9022 1.1754 4.6854  -0.225
C23 1.6270 1.3070 3.8130  -0.434
C24 0.4805 1.7431 4.6516  -0.061
N6 1.3512 0.0145 3.1905  0.048
H56 4.9754 3.4377 4.7089  0.105
H57 3.2237 4.1515 4.6489  0.104
H58 3.7445 2.9728 3.3791  0.094
H59 3.7787 0.7356 4.1364  0.140
H60 2.6740 0.4712 5.4711  0.108
H61 1.8106 2.0454 3.0917  0.094
H62 0.4236 1.1630 5.6079  0.101
H63 -0.5172 1.6260 4.1430  0.081
H64 0.4356 2.8671 4.7223  0.096
H65 1.0185 -0.6574 3.8748  0.061
H66 2.2185 -0.3318 2.8274  0.049
C25 -3.9970 -0.6642 1.9598  -0.080
O7 -3.5731 -2.0158 2.2196  -0.209
C26 -2.9967 -2.1846 3.4966  -0.238
C27 -2.2204 -3.4863 3.5654  -0.430
C28 -2.9778 -4.8247 3.2841  -0.042
N7 -1.4927 -3.4804 4.8686  0.022
H67 -3.1701 0.0406 2.1519  0.074
H68 -4.7827 -0.3646 2.7195  0.102
H69 -4.4299 -0.7282 0.9345  0.092
H70 -2.3700 -1.3842 3.7608  0.094
H71 -3.8056 -2.2282 4.2985  0.147
H72 -1.4487 -3.3876 2.7603  0.117
H73 -3.4329 -5.0403 4.2482  0.061
H74 -2.2325 -5.6037 3.1319  0.063
H75 -3.7546 -4.6940 2.4870  0.092
H76 -0.7734 -4.2062 4.8885  0.043
H77 -2.2023 -3.7885 5.6006  0.100
C29 4.7120 2.6068 -6.0208  -0.125
O8 4.3013 1.8029 -4.9708  -0.208
C30 3.3852 0.7897 -5.4112  -0.218
C31 3.3652 -0.3047 -4.2995  -0.417
C32 4.8188 -0.8247 -4.2626  -0.056
N8 2.3337 -1.2958 -4.6447  0.027
H78 5.3811 3.3252 -5.6470  0.075
H79 3.8803 3.1458 -6.4302  0.080
H80 5.1449 2.0682 -6.8810  0.097
H81 2.3655 1.1798 -5.5697  0.108
H82 3.6893 0.3987 -6.3821  0.115
H83 3.1001 0.2301 -3.3289  0.153
H84 5.5103 -0.0352 -4.0819  0.060
H85 5.0796 -1.1715 -5.2897  0.088
H86 4.8729 -1.6105 -3.5021  0.076
H87 2.6756 -1.9103 -5.4962  0.135
H88 1.9476 -1.8468 -3.8953  0.040
N9 2.6557 -1.3833 0.4116  0.173
C33 3.9987 -1.5122 0.1792  -0.655
N10 4.4738 -2.8101 0.2169  0.155
O9 4.7200 -0.5705 -0.1457  0.000
H89 2.0426 -2.1874 0.2976  0.059
H90 2.2822 -0.5468 0.0676  0.052
H91 5.4049 -3.1306 -0.0046  0.105
H92 3.7726 -3.5236 0.3507  0.067
N11 -0.5288 -1.1874 1.0431  0.181
C34 -0.3864 -0.3760 -0.0047  -0.636
N12 0.3089 0.7725 0.3539  0.171
O10 -0.8637 -0.6219 -1.1382  -0.033
H93 -0.0082 -0.8996 1.9126  0.087
H94 -1.1220 -2.0095 0.9195  0.107
H95 0.5538 1.4612 -0.3796  0.099
H96 0.7416 0.8524 1.2527  0.051
N13 0.1010 -5.7244 0.4667  0.114
C35 0.5767 -4.7332 -0.4288  -0.625
N14 -0.3683 -4.4496 -1.3509  0.172
O11 1.6442 -4.1587 -0.2509  0.003
H97 0.7828 -6.1586 1.1246  0.108
H98 -0.5269 -6.4547 0.1291  0.089
H99 -1.3233 -4.6977 -1.0977  0.096
H100 -0.3248 -3.8662 -2.1590  0.027

Calculated values
Relative energy (zero: lowest compared OMol25 entry of this formula, charge and spin) ... 2.243 eV
Molar mass ... 893.27 g/mol
LUMO energy ... 0.55 eV
Structure (SMILES) ... COC[C@H](C)N.COC[C@H](C)N.COC[C@H](C)N.COC[C@H](C)N.COC[C@H](C)N.COC[C@H](C)N.COC[C@H](C)N.COC[C@H](C)N.NC(N)=O.NC(N)=O.NC(N)=O
DFT total energy ... -2987.6360 hartree

Entry 2:
The following is a quantum chemistry calculation of a 16-piece molecular cluster, C35H108N6O17 overall at a distorted geometry, from the Open Molecules 2025 dataset.

Each line ends with the Löwdin charge.
Element x y z (Å)
C1 -4.3226 5.1454 8.4842  -0.138
O1 -4.6406 4.2182 9.5587  -0.144
H1 -3.8908 6.0204 8.9699  0.069
H2 -3.5757 4.7344 7.8049  0.070
H3 -5.2203 5.4593 7.9516  0.076
H4 -3.8913 4.0323 10.1294  0.065
C2 4.6206 -6.8513 -4.0802  -0.179
O2 3.9797 -5.6401 -3.7178  -0.111
H5 3.9178 -7.6760 -3.9616  0.072
H6 5.0261 -6.9195 -5.0896  0.074
H7 5.4490 -7.1499 -3.4378  0.074
H8 3.3437 -5.4950 -4.4221  0.069
C3 9.6786 -4.5952 0.2806  -0.176
O3 10.9885 -4.6063 0.7843  -0.124
H9 9.2594 -5.5953 0.3908  0.076
H10 9.1339 -3.9566 0.9761  0.074
H11 9.5873 -4.1642 -0.7164  0.079
H12 10.8827 -4.2983 1.6873  0.070
C4 4.3108 -5.3660 6.4232  -0.152
O4 4.0791 -4.0096 6.0674  -0.143
H13 5.3939 -5.4849 6.4497  0.076
H14 3.9042 -5.6139 7.4037  0.071
H15 3.7416 -5.8773 5.6468  0.080
H16 3.4976 -3.9453 5.3063  0.067
C5 11.3098 1.0463 -0.5192  -0.202
O5 11.9029 2.2747 -0.7196  -0.109
H17 10.4880 1.1690 0.1863  0.085
H18 10.9005 0.6767 -1.4594  0.071
H19 12.0332 0.2641 -0.2892  0.076
H20 12.5131 2.1875 -1.4555  0.079
C6 0.0253 -9.5660 -0.0976  -0.101
O6 0.7358 -10.5380 -1.0015  -0.159
H21 -0.0094 -9.9617 0.9175  0.069
H22 0.5869 -8.6322 -0.0704  0.066
H23 -0.9384 -9.4531 -0.5942  0.074
H24 1.4377 -10.9603 -0.5009  0.051
C7 -2.3645 -5.6103 6.5398  -0.139
O7 -1.8479 -6.9521 6.2913  -0.136
H25 -3.3207 -5.5576 7.0603  0.071
H26 -1.6596 -5.1559 7.2360  0.071
H27 -2.3914 -5.0316 5.6165  0.070
H28 -2.5732 -7.5767 6.2174  0.062
C8 -8.6643 -4.2458 6.8702  -0.178
O8 -8.3338 -5.5913 7.1156  -0.120
H29 -9.3220 -4.1390 6.0076  0.078
H30 -9.1786 -3.7667 7.7032  0.075
H31 -7.7545 -3.6878 6.6488  0.071
H32 -7.9939 -5.7177 8.0045  0.074
C9 7.3581 -1.1497 -6.0512  -0.185
O9 7.9454 -0.2443 -6.9295  -0.122
H33 7.8214 -1.0710 -5.0677  0.075
H34 6.2752 -1.0835 -5.9460  0.079
H35 7.5327 -2.1134 -6.5296  0.076
H36 8.8292 -0.5335 -7.1678  0.077
C10 -5.4917 6.3610 -0.7287  -0.089
C11 -5.9142 7.6085 -0.0337  -0.442
C12 -7.3480 7.9884 -0.4946  -0.232
O10 -7.3050 8.2741 -1.8454  -0.174
C13 -8.5680 8.5865 -2.4598  -0.094
N1 -5.8636 7.3050 1.3842  0.021
H37 -6.2131 5.5571 -0.5825  0.084
H38 -4.5791 5.9238 -0.3237  0.076
H39 -5.3418 6.5586 -1.7901  0.079
H40 -5.2332 8.4473 -0.1775  0.143
H41 -7.7278 8.7922 0.1360  0.124
H42 -7.9891 7.1221 -0.3315  0.121
H43 -8.4180 8.7211 -3.5310  0.081
H44 -9.0603 9.4982 -2.1212  0.085
H45 -9.3188 7.8001 -2.5365  0.082
H46 -4.8890 7.1028 1.5558  0.067
H47 -6.4379 6.5015 1.5957  0.069
C14 3.1446 -0.1282 0.7429  -0.064
C15 1.7906 -0.4861 1.4463  -0.433
C16 0.5807 0.3300 0.8482  -0.178
O11 -0.6795 -0.2034 1.2950  -0.211
C17 -0.9256 0.1201 2.6561  -0.101
N2 1.5682 -1.9137 1.3702  0.040
H48 3.9361 -0.7916 1.0913  0.073
H49 3.5040 0.8151 1.1542  0.066
H50 3.1055 0.0221 -0.3360  0.073
H51 1.8971 -0.1624 2.4816  0.110
H52 0.6499 0.3090 -0.2394  0.120
H53 0.6938 1.3739 1.1410  0.119
H54 -1.2660 1.1546 2.7008  0.087
H55 -0.0881 -0.0958 3.3194  0.085
H56 -1.8213 -0.4497 2.9035  0.090
H57 1.9965 -2.3566 0.5699  0.070
H58 0.5624 -1.9669 1.2947  0.056
C18 2.1742 9.8079 -8.3670  -0.076
C19 0.7536 9.4693 -7.9744  -0.453
C20 0.5960 8.2803 -6.9797  -0.189
O12 1.1840 7.1156 -7.5676  -0.212
C21 1.3341 5.9783 -6.6256  -0.060
N3 0.2007 10.7055 -7.4532  0.020
H59 2.3238 10.6349 -9.0610  0.079
H60 2.6617 8.9111 -8.7493  0.074
H61 2.6866 10.0137 -7.4272  0.080
H62 0.2967 9.2251 -8.9334  0.129
H63 -0.4528 8.0547 -6.7864  0.118
H64 1.0792 8.5584 -6.0431  0.121
H65 2.0974 6.2642 -5.9019  0.080
H66 1.5631 5.0157 -7.0830  0.082
H67 0.3924 5.8569 -6.0903  0.074
H68 0.2081 11.3816 -8.2035  0.068
H69 -0.7916 10.6629 -7.2701  0.066
C22 2.0407 -6.2334 -9.6044  -0.056
C23 1.1027 -7.1995 -8.8288  -0.443
C24 -0.1354 -6.5591 -8.1699  -0.183
O13 0.4146 -5.7415 -7.1406  -0.208
C25 -0.4920 -4.7531 -6.6638  -0.114
N4 0.7142 -8.1626 -9.8031  0.015
H70 2.8607 -6.5967 -10.2238  0.078
H71 2.4474 -5.4495 -8.9654  0.069
H72 1.3990 -5.6740 -10.2852  0.070
H73 1.7042 -7.7111 -8.0774  0.134
H74 -0.7764 -7.2831 -7.6669  0.129
H75 -0.5815 -5.8975 -8.9125  0.124
H76 -0.6293 -3.9640 -7.4031  0.082
H77 -0.1547 -4.1712 -5.8060  0.081
H78 -1.4652 -5.1622 -6.3925  0.084
H79 -0.0419 -8.7784 -9.5401  0.071
H80 0.3894 -7.6973 -10.6385  0.069
C26 -7.1675 -7.3546 -3.7711  -0.052
C27 -7.1628 -8.0232 -2.3751  -0.443
C28 -7.9249 -7.2527 -1.1957  -0.158
O14 -7.4327 -5.9346 -0.9375  -0.200
C29 -6.3231 -5.8581 -0.1232  -0.137
N5 -7.5142 -9.4020 -2.4621  0.027
H81 -8.1032 -7.6135 -4.2668  0.065
H82 -6.3860 -7.7367 -4.4279  0.076
H83 -7.2187 -6.2664 -3.7339  0.076
H84 -6.1022 -7.9822 -2.1267  0.114
H85 -7.9142 -7.8021 -0.2544  0.113
H86 -8.9451 -7.1839 -1.5732  0.118
H87 -6.5048 -6.2135 0.8911  0.087
H88 -6.1678 -4.7795 -0.0976  0.093
H89 -5.4564 -6.3467 -0.5682  0.084
H90 -8.3758 -9.5250 -2.9745  0.068
H91 -7.6847 -9.8895 -1.5941  0.071
C30 2.4264 5.0012 11.3219  -0.087
C31 1.4696 4.4934 10.3211  -0.444
C32 2.1977 4.0091 9.0630  -0.217
O15 2.7693 5.0919 8.3421  -0.185
C33 3.8031 4.6555 7.4631  -0.098
N6 0.7053 3.4012 10.9733  0.029
H92 3.2784 5.5747 10.9568  0.083
H93 2.8160 4.1688 11.9080  0.083
H94 1.9042 5.6482 12.0267  0.083
H95 0.7221 5.2408 10.0552  0.136
H96 1.4960 3.5211 8.3865  0.127
H97 2.9003 3.2427 9.3903  0.121
H98 4.3365 5.4495 6.9406  0.088
H99 3.4601 3.9828 6.6770  0.082
H100 4.4451 4.0840 8.1335  0.082
H101 0.7180 3.6270 11.9577  0.058
H102 1.2918 2.5846 10.8779  0.061
C34 0.8884 8.1806 2.3640  -0.239
C35 1.6805 7.7597 1.1314  -0.231
O16 2.9534 7.0907 1.3808  -0.079
O17 0.4193 7.0538 3.1176  -0.070
H103 0.0481 8.7699 1.9970  0.120
H104 1.5247 8.7658 3.0279  0.118
H105 1.8165 8.6596 0.5316  0.113
H106 1.0235 7.0523 0.6254  0.113
H107 3.4814 7.0854 0.5790  0.074
H108 1.1584 6.7045 3.6209  0.080

Calculated values
Relative energy (zero: lowest compared OMol25 entry of this formula, charge and spin) ... 6.067 eV
Molar mass ... 885.27 g/mol
LUMO energy ... 0.23 eV
DFT total energy ... -3005.4325 hartree